Entry P
ORCA calculation (ωB97M-V/def2-TZVPD) on a 12-piece molecular cluster, C12H48N24O12 overall.

Results
SMILES string ... NC(N)=O.NC(N)=O.NC(N)=O.NC(N)=O.NC(N)=O.NC(N)=O.NC(N)=O.NC(N)=O.NC(N)=O.NC(N)=O.NC(N)=O.NC(N)=O
Frontier orbital gap ... 8.3961 eV

Each line ends with the Löwdin charge.
Positions of all 96 atoms, in Å:
1 N 4.1001 -4.3471 -2.5880  0.145
2 C 2.8012 -3.9829 -2.8090  -0.686
3 N 2.6173 -2.6604 -2.8949  0.188
4 O 1.9170 -4.7893 -3.0842  0.007
5 H 4.2671 -5.2545 -2.1897  0.097
6 H 4.8817 -3.7285 -2.6807  0.088
7 H 3.3173 -2.0286 -2.5700  0.062
8 H 1.7496 -2.3493 -3.3096  0.077
9 N -0.7899 0.6072 0.7540  0.173
10 C -0.5859 0.1333 -0.5015  -0.633
11 N 0.6927 0.0926 -0.8756  0.207
12 O -1.5264 -0.1321 -1.2645  -0.013
13 H -0.0536 0.7307 1.4234  0.051
14 H -1.7876 0.6719 0.9122  0.057
15 H 0.9534 -0.2144 -1.7986  0.080
16 H 1.4096 0.2733 -0.1946  0.067
17 N 1.4531 0.7742 -4.0192  0.170
18 C 2.7986 0.7263 -3.8304  -0.689
19 N 3.3158 1.7615 -3.0853  0.144
20 O 3.5059 -0.1268 -4.3514  0.007
21 H 0.9429 1.4022 -3.4221  0.093
22 H 0.9600 0.0395 -4.5032  0.073
23 H 4.3100 1.7886 -2.9639  0.093
24 H 2.7286 2.5608 -2.9329  0.089
25 N -4.3292 2.5901 -5.0158  0.147
26 C -3.7027 1.3707 -5.1227  -0.683
27 N -3.6392 0.7223 -3.9165  0.161
28 O -3.3307 0.8914 -6.1813  0.014
29 H -4.4373 3.1912 -5.8092  0.093
30 H -4.4221 2.9508 -4.0790  0.058
31 H -2.8342 0.1109 -3.9251  0.084
32 H -3.9053 1.1715 -3.0557  0.048
33 N 4.2292 -0.6796 -0.0784  0.189
34 C 3.8713 -1.1578 1.1222  -0.689
35 N 3.5662 -0.2238 2.0573  0.171
36 O 3.9029 -2.3610 1.4244  -0.014
37 H 4.3075 0.2653 -0.4112  0.088
38 H 4.4882 -1.4162 -0.7131  0.097
39 H 3.2761 -0.5536 2.9591  0.109
40 H 3.2869 0.6353 1.5995  0.037
41 N 1.7289 4.0881 1.0348  0.183
42 C 2.8024 3.3810 0.6059  -0.656
43 N 3.8673 4.1508 0.2855  0.166
44 O 2.8311 2.1519 0.5139  -0.023
45 H 0.9845 3.5024 1.3859  0.103
46 H 1.7653 5.0717 1.2121  0.105
47 H 4.6802 3.7074 -0.1047  0.108
48 H 3.8816 5.1519 0.3324  0.103
49 N -5.7019 2.3321 -0.0427  0.142
50 C -4.5178 2.2225 -0.7587  -0.647
51 N -3.6862 1.2726 -0.3115  0.178
52 O -4.3314 2.8373 -1.8178  -0.015
53 H -5.6964 2.3337 0.9625  0.087
54 H -6.3956 2.9102 -0.4851  0.096
55 H -4.1456 0.6730 0.3567  0.084
56 H -2.8208 1.0415 -0.7873  0.058
57 N -2.8995 3.0798 5.1906  0.133
58 C -2.8048 1.8193 4.6757  -0.679
59 N -2.9829 1.7267 3.3233  0.157
60 O -2.6113 0.8914 5.4633  0.019
61 H -3.3313 3.1769 6.0917  0.103
62 H -3.0306 3.8483 4.5544  0.091
63 H -3.4359 0.9075 2.9417  0.074
64 H -2.3145 2.3232 2.8619  0.091
65 N 0.9691 -2.5848 1.7645  0.184
66 C 0.5725 -3.7699 2.2734  -0.618
67 N 1.5075 -4.7419 2.1400  0.178
68 O -0.5154 -3.9627 2.8316  -0.024
69 H 1.9696 -2.4474 1.6581  0.054
70 H 0.3859 -1.8109 2.0424  0.048
71 H 1.1801 -5.6529 2.4137  0.108
72 H 2.4032 -4.6448 1.6974  0.098
73 N -3.0058 -2.9726 2.4904  0.179
74 C -2.4606 -1.7330 2.3355  -0.605
75 N -1.1949 -1.5634 2.7457  0.144
76 O -3.0860 -0.8465 1.7212  -0.054
77 H -3.8049 -3.3273 2.0086  0.106
78 H -2.3584 -3.5919 2.9517  0.065
79 H -0.8185 -0.6498 2.5658  0.068
80 H -0.7539 -2.3319 3.2207  0.067
81 N 0.4955 2.3080 5.4812  0.185
82 C 1.0717 1.9744 4.3118  -0.661
83 N 2.4131 2.1888 4.2834  0.165
84 O 0.4803 1.4743 3.3519  -0.003
85 H -0.4269 1.9406 5.6697  0.083
86 H 0.9680 2.7274 6.2580  0.105
87 H 2.9220 2.3117 5.1372  0.101
88 H 2.8709 1.9162 3.4300  0.075
89 N -1.7134 -2.7136 -2.9066  0.182
90 C -0.7925 -2.6239 -3.9118  -0.661
91 N -0.4680 -3.7543 -4.5569  0.172
92 O -0.2307 -1.5504 -4.2038  -0.041
93 H -1.9492 -1.8839 -2.3915  0.065
94 H -2.2729 -3.5420 -3.0030  0.098
95 H 0.2496 -3.5806 -5.2365  0.117
96 H -0.7480 -4.6186 -4.1327  0.104

Entry Q
ORCA calculation (ωB97M-V/def2-TZVPD) on a 12-piece molecular cluster, C12H48N24O12 overall.

Results
SMILES string ... NC(N)=O.NC(N)=O.NC(N)=O.NC(N)=O.NC(N)=O.NC(N)=O.NC(N)=O.NC(N)=O.NC(N)=O.NC(N)=O.NC(N)=O.NC(N)=O
Frontier orbital gap ... 9.1189 eV

Each line ends with the Löwdin charge.
Positions of all 96 atoms, in Å:
1 N 0.7894 4.3908 2.4896  0.168
2 C 0.6279 4.9802 1.2830  -0.673
3 N -0.3067 4.3493 0.4457  0.134
4 O 1.0812 6.0571 0.9449  0.022
5 H 1.0978 4.9989 3.2278  0.109
6 H 0.4093 3.4930 2.7373  0.052
7 H -0.3292 3.3386 0.3739  0.032
8 H -0.3203 4.8229 -0.4433  0.087
9 N 2.2693 2.1575 -5.3893  0.147
10 C 2.8638 0.9650 -5.0413  -0.674
11 N 1.9962 0.1052 -4.4040  0.155
12 O 4.0278 0.6910 -5.2841  0.015
13 H 2.7833 2.8927 -5.8318  0.098
14 H 1.3387 2.3492 -5.0617  0.069
15 H 2.2760 -0.8205 -4.1539  0.101
16 H 1.0630 0.5007 -4.3876  0.022
17 N -2.6159 1.9256 -4.9389  0.169
18 C -1.3803 1.3564 -5.0654  -0.644
19 N -1.0247 1.0275 -6.3474  0.165
20 O -0.6602 1.1776 -4.0856  -0.004
21 H -2.7505 2.3244 -4.0241  0.113
22 H -3.1958 2.2449 -5.6906  0.099
23 H -1.7379 1.0465 -7.0519  0.099
24 H -0.1090 0.6762 -6.5675  0.101
25 N -1.5860 -3.3632 4.3973  0.153
26 C -1.1388 -2.4346 3.4896  -0.649
27 N -1.9592 -2.2350 2.4184  0.167
28 O -0.0633 -1.8712 3.5692  0.018
29 H -2.5543 -3.4612 4.6410  0.092
30 H -0.9438 -3.6518 5.1141  0.097
31 H -1.5728 -1.5061 1.8340  0.084
32 H -2.9227 -2.4513 2.2552  0.104
33 N 1.0510 0.3546 5.1490  0.196
34 C 1.1691 1.4458 4.3555  -0.614
35 N 1.9007 2.5068 4.8145  0.176
36 O 0.8521 1.4202 3.1538  -0.065
37 H 0.4179 -0.3539 4.7958  0.070
38 H 1.3239 0.4065 6.1114  0.104
39 H 2.1554 2.5878 5.7807  0.102
40 H 2.4916 2.9137 4.1018  0.047
41 N -2.1725 -3.5352 -0.5197  0.182
42 C -1.0042 -3.8343 0.0907  -0.622
43 N -0.7583 -5.1517 0.3437  0.188
44 O -0.2003 -2.9748 0.4906  -0.064
45 H -2.3342 -2.6473 -0.9838  0.082
46 H -2.6965 -4.3217 -0.8613  0.099
47 H -1.3541 -5.8516 -0.0539  0.098
48 H 0.1559 -5.3768 0.7259  0.065
49 N 4.0203 -5.0600 1.9262  0.143
50 C 2.7837 -4.8498 1.3752  -0.645
51 N 2.3808 -3.5492 1.3666  0.172
52 O 2.0302 -5.7529 1.0032  -0.008
53 H 4.3750 -4.4237 2.6151  0.091
54 H 4.4501 -5.9646 1.8946  0.097
55 H 3.0050 -2.8346 1.6932  0.097
56 H 1.4542 -3.3115 1.0118  0.046
57 N 5.8510 3.0069 1.9598  0.144
58 C 4.5960 3.0520 2.5183  -0.651
59 N 3.6297 2.4829 1.7379  0.175
60 O 4.3841 3.6566 3.5637  0.009
61 H 6.0032 2.7416 1.0044  0.091
62 H 6.5870 3.5372 2.3870  0.099
63 H 3.7555 2.2779 0.7639  0.102
64 H 2.6666 2.5516 2.0308  0.058
65 N -2.8864 0.9480 0.0768  0.184
66 C -3.7663 0.1538 -0.5896  -0.658
67 N -5.0881 0.3645 -0.2571  0.142
68 O -3.4617 -0.5849 -1.5260  -0.010
69 H -1.8898 0.8578 -0.0911  0.066
70 H -3.2328 1.5810 0.7736  0.065
71 H -5.3702 1.1390 0.3144  0.089
72 H -5.7823 -0.0298 -0.8641  0.096
73 N -0.8668 -2.2437 -5.2303  0.158
74 C -0.7800 -3.5917 -5.4487  -0.667
75 N -1.5002 -4.0842 -6.5141  0.135
76 O -0.3113 -4.3554 -4.6208  0.025
77 H -0.8577 -1.8705 -4.3007  0.091
78 H -1.2190 -1.6726 -5.9766  0.070
79 H -2.2186 -3.6131 -7.0327  0.086
80 H -1.6300 -5.0811 -6.5015  0.098
81 N 0.2411 -0.5050 -1.4489  0.195
82 C 0.3870 0.3301 -0.3924  -0.646
83 N 0.9148 -0.2470 0.7336  0.189
84 O 0.0196 1.5192 -0.4043  -0.039
85 H 0.7062 -1.3936 -1.4407  0.102
86 H -0.2644 -0.1392 -2.2379  0.068
87 H 0.5399 -1.1850 0.8472  0.044
88 H 1.0311 0.3711 1.5115  0.046
89 N -3.4681 3.5197 3.8899  0.137
90 C -2.6033 2.4597 4.0698  -0.664
91 N -2.0856 1.9616 2.8989  0.163
92 O -2.3184 2.0000 5.1615  0.028
93 H -3.3636 4.1479 3.1084  0.088
94 H -3.7269 4.0529 4.7036  0.098
95 H -2.3580 2.5058 2.0968  0.061
96 H -1.2125 1.4598 2.8927  0.068

So which one is most stable? That would be entry Q, about 82.7 kJ/mol below the next structure.

Entry P
ORCA calculation (ωB97M-V/def2-TZVPD) on a single C2H2N2OS2 molecule.

Results
SMILES string ... Sc1noc(S)n1
Frontier orbital gap ... 9.9986 eV

Each line ends with the natural charge from an NBO analysis.
Positions of all 9 atoms, in Å:
1 S -1.5678 1.6923 -1.2475  0.080
2 C -0.7571 0.4184 -0.3964  0.148
3 N -1.3319 -0.6917 -0.0351  -0.172
4 O -0.2738 -1.3861 0.5493  -0.297
5 C 0.8217 -0.6321 0.4484  0.369
6 S 2.3677 -1.1610 1.0665  0.078
7 N 0.5866 0.5345 -0.0813  -0.527
8 H -2.8065 1.1778 -1.1721  0.149
9 H 2.9611 0.0479 0.8682  0.172

Entry Q
ORCA calculation (ωB97M-V/def2-TZVPD) on a 2-piece molecular cluster, C2H2N2OS2 overall.

Results
Frontier orbital gap ... 7.7329 eV

Each line ends with the natural charge from an NBO analysis.
Positions of all 9 atoms, in Å:
1 C 0.1283 -1.0038 -1.3659  0.285
2 C 0.1198 -0.4354 0.6702  0.360
3 H 0.3993 2.4375 1.5855  0.181
4 H 0.3224 -1.7690 -2.2244  0.237
5 N -0.4091 0.4997 -0.0823  -0.402
6 N -0.5238 0.1292 -1.4067  -0.223
7 O 0.3128 -1.5505 -0.0354  -0.414
8 S -1.2022 1.8575 0.6718  0.168
9 S 0.8525 -0.1652 2.1872  -0.190

So which one is most stable? That would be entry P, about 284.8 kJ/mol below the next structure.

Entry P
ORCA calculation (ωB97M-V/def2-TZVPD) on a 2-piece molecular cluster, C4H6FN3 overall.

Results
Frontier orbital gap (spin up / spin down) ... 9.9144 / 7.4323 eV

Each line ends with the natural charge from an NBO analysis.
Positions of all 14 atoms, in Å:
1 C -1.7446 -1.7457 0.7726  -0.202
2 C -0.7812 -1.0021 0.1122  0.264
3 C 1.0161 0.5823 0.8630  -0.413
4 C 0.5566 0.8917 -2.5757  0.077
5 N -1.7542 -1.2706 1.9700  -0.222
6 N -0.7594 -0.4690 2.2010  -0.073
7 N -0.1366 -0.2637 1.0323  -0.245
8 F 1.9251 0.9485 -2.5796  -0.352
9 H -2.5097 -2.2871 0.3934  0.214
10 H 0.7111 1.4749 0.4595  0.209
11 H 1.4417 0.8293 1.8661  0.241
12 H 1.7604 0.1558 0.2488  0.224
13 H 0.3059 0.7015 -1.4893  0.124
14 H -0.0311 1.4542 -3.2742  0.153

Entry Q
ORCA calculation (ωB97M-V/def2-TZVPD) on a single C4H6FN3 molecule.

Results
SMILES string ... [H]/N=C1\NNC\C1=C\F
Frontier orbital gap ... 9.6877 eV

Each line ends with the natural charge from an NBO analysis.
Positions of all 14 atoms, in Å:
1 H -0.1023 2.7989 0.0636  0.332
2 N -0.7180 2.0458 -0.0675  -0.641
3 C -0.1262 0.9611 0.0326  0.406
4 N 1.3275 0.9283 0.1308  -0.523
5 N 1.5918 -0.4405 -0.5765  -0.445
6 C 0.4808 -1.2015 0.1362  -0.253
7 C -0.7152 -0.3586 0.0725  -0.227
8 C -2.0113 -0.6122 -0.0128  0.337
9 F -3.0096 0.1794 -0.2643  -0.281
10 H 1.9159 1.5878 -0.2869  0.377
11 H 2.4928 -0.7938 -0.1705  0.351
12 H 0.6977 -1.2729 1.1402  0.196
13 H 0.4845 -2.1584 -0.4429  0.219
14 H -2.3084 -1.6634 0.2454  0.153

So which one is most stable? That would be entry Q, about 359.6 kJ/mol below the next structure.

Entry P
ORCA calculation (ωB97M-V/def2-TZVPD) on a 2-piece molecular cluster, C6H12O4 overall.

Results
SMILES string ... CCOC=O.CCOC=O
Frontier orbital gap ... 10.8813 eV

Each line ends with the natural charge from an NBO analysis.
Positions of all 22 atoms, in Å:
1 C 1.5964 -0.0339 -1.2073  -0.627
2 C 2.1470 1.3570 -0.9193  -0.092
3 O 2.4700 2.0398 -2.1843  -0.490
4 C 2.5924 3.3113 -2.1495  0.645
5 O 2.5462 4.0282 -1.1162  -0.623
6 H 1.3804 -0.5346 -0.2484  0.218
7 H 2.1940 -0.7171 -1.8340  0.210
8 H 0.6416 0.1699 -1.7206  0.222
9 H 1.3422 1.8822 -0.3699  0.224
10 H 3.0621 1.3997 -0.2978  0.189
11 H 2.6252 3.6582 -3.2012  0.122
12 C -2.7820 -2.9164 1.3218  -0.633
13 C -2.6013 -1.4136 1.2446  -0.092
14 O -1.4562 -0.9833 2.0269  -0.482
15 C -0.6866 -0.0574 1.6636  0.654
16 O -0.7345 0.6212 0.6162  -0.637
17 H -3.1466 -3.2364 2.3124  0.217
18 H -1.8125 -3.4056 1.1289  0.222
19 H -3.5030 -3.2504 0.5568  0.226
20 H -2.5903 -1.0824 0.1884  0.214
21 H -3.4003 -0.8515 1.7653  0.195
22 H 0.1161 0.0150 2.4239  0.120

Entry Q
ORCA calculation (ωB97M-V/def2-TZVPD) on a 2-piece molecular cluster, C6H12O4 overall.

Results
Frontier orbital gap (spin up / spin down) ... 5.3769 / 6.3092 eV

Each line ends with the natural charge from an NBO analysis.
Positions of all 22 atoms, in Å:
1 C 2.3665 1.9289 -1.0083  -0.248
2 O 1.9117 0.7857 -0.2982  -0.531
3 C 0.5659 0.6281 -0.1776  0.177
4 C -0.2255 0.4521 -1.4830  -0.557
5 C 0.3063 -0.8989 -1.6229  0.431
6 O 1.2245 -1.2318 -2.4505  -0.572
7 C -0.0254 0.5892 1.0394  -0.042
8 C -1.5050 0.3695 1.2901  -0.085
9 O -1.6481 -1.0014 1.3192  -0.848
10 H 2.2063 1.8230 -2.0912  0.146
11 H 1.8585 2.8354 -0.6470  0.187
12 H 3.4409 2.0091 -0.8160  0.208
13 H -1.3031 0.4400 -1.2930  0.297
14 H 0.0695 1.1528 -2.2706  0.221
15 H -0.1004 -1.6833 -0.9645  0.255
16 H 1.4917 -0.5165 -3.0539  0.505
17 H 0.6306 0.7764 1.8936  0.217
18 H -1.7560 0.8638 2.2508  0.140
19 H -2.0790 0.8584 0.4695  0.099
20 O -2.7440 -3.1052 3.3570  -0.942
21 H -2.6868 -4.0132 3.8062  0.452
22 H -1.9990 -3.0620 2.7508  0.490

So which one is most stable? That would be entry P, about 473.9 kJ/mol below the next structure.